[1]
Entry from OMol25: a structure of composition C2H2ClMgP in a non-equilibrium geometry (the ωB97M-V functional and the def2-TZVPD basis).

Last column: Löwdin charge in e.
Geometry (Å):
C 1.90372 0.37092 -0.29731  0.17
C 0.79495 0.68010 0.06443  -0.47
P -0.88285 0.86949 0.30090  0.75
Cl -1.55178 -1.25389 -0.26341  0.19
H 2.89221 0.11748 -0.61400  0.08
H -1.18150 1.40907 -0.96672  -0.03
Mg -1.97475 -2.19316 1.77610  1.31

Values from the calculation:
Total charge: +2
E_tot, eV: -29340.9721
HOMO, eV: -18.024
Frontier orbital gap, eV: 5.51


[2]
Entry from OMol25: a cluster of 2 separate species, C2H2ClN2 in total in a non-equilibrium geometry (the ωB97M-V functional and the def2-TZVPD basis).

Last column: Löwdin charge in e.
Geometry (Å):
C 1.18747 0.56255 0.45187  0.16
C -1.40468 -0.02361 0.20558  -0.30
N 1.33667 -0.57143 -1.57990  0.29
N 1.29457 -0.16046 -0.53385  -0.20
Cl -2.05252 -0.39789 -1.18391  0.96
H 1.36823 0.40715 1.43850  0.04
H -1.72973 0.18369 1.20171  0.04

Values from the calculation:
Total charge: +1
E_tot, eV: -17592.8198
HOMO (alpha / beta), eV: -14.779 / -14.357
ΔE to the lowest compared entry with this formula, charge and spin, kcal/mol: 139.77
Frontier orbital gap (alpha / beta), eV: 7.23 / 6.58


[3]
Entry from OMol25: an isolated molecule of C2H2ClN3S (the ωB97M-V functional and the def2-TZVPD basis).

Last column: Löwdin charge in e.
Geometry (Å):
C -1.14150 1.00234 0.00265  -0.15
C -0.81360 -0.32755 -0.02822  -0.79
H 2.66792 -0.95590 0.06399  -0.13
H -2.11274 1.45664 -0.03344  0.10
N 0.54258 -0.35385 -0.00116  -0.53
N 1.02787 0.90115 0.00226  -0.04
N 0.02598 1.71563 -0.00083  0.00
S 1.58654 -1.72633 -0.00928  0.82
Cl -1.78304 -1.71212 0.00404  0.71

Values from the calculation:
E_tot, eV: -29932.4677
HOMO, eV: -9.619
ΔE to the lowest compared entry with this formula, charge and spin, kcal/mol: 11.11
Frontier orbital gap, eV: 10.00


[4]
Entry from OMol25: an isolated molecule of C2H2ClN3S in a non-equilibrium geometry (the ωB97M-V functional and the def2-TZVPD basis).

Last column: Löwdin charge in e.
Geometry (Å):
C -1.16855 0.21990 -0.06460  -0.84
C 0.40986 -1.10917 0.14572  -0.93
N -0.95296 -1.01412 0.15447  0.09
N 0.03031 1.07451 -0.18926  0.00
N 1.04548 0.16610 0.07741  -0.03
S 1.33227 -2.43223 0.00261  0.64
Cl -2.56864 1.02570 0.06001  0.84
H 0.10116 1.84090 0.43611  0.11
H 1.77106 0.22840 -0.62246  0.12

Values from the calculation:
E_tot, eV: -29932.9495
HOMO, eV: -8.660
ΔE to the lowest compared entry with this formula, charge and spin, kcal/mol: 0.00
Frontier orbital gap, eV: 8.31


[5]
Entry from OMol25: an isolated molecule of C2H2ClNO in a non-equilibrium geometry (the ωB97M-V functional and the def2-TZVPD basis).

Last column: Löwdin charge in e.
Geometry (Å):
C 1.02022 0.64573 -0.45549  -0.31
C -0.11505 -0.35420 -0.22230  -0.71
N -0.09921 -1.58500 -0.19657  0.12
O 1.53812 1.23869 0.39770  0.11
Cl -1.55177 0.64051 0.16196  0.63
H 1.19663 0.86960 -1.44126  0.09
H -1.04797 -1.90848 0.08516  0.08

Values from the calculation:
E_tot, eV: -18165.0841
HOMO, eV: -10.533
ΔE to the lowest compared entry with this formula, charge and spin, kcal/mol: 6.69
Frontier orbital gap, eV: 10.86


[6]
Entry from OMol25: an isolated molecule of C2H2ClNO2 in a non-equilibrium geometry (the ωB97M-V functional and the def2-TZVPD basis).

Last column: Löwdin charge in e.
Geometry (Å):
C 1.22140 0.30358 0.00556  0.12
C -0.09530 0.49198 -0.09813  -0.67
N -0.96741 -0.63439 -0.02228  -0.32
O -0.21474 -1.85484 -0.03557  -0.09
O -2.13559 -0.69411 0.15692  0.11
Cl -1.05833 1.91037 0.02644  0.74
H 1.84112 1.16507 -0.00188  0.08
H 1.40884 -0.68766 -0.03106  0.04

Values from the calculation:
E_tot, eV: -20208.7428
HOMO (alpha / beta), eV: -10.562 / -10.560
ΔE to the lowest compared entry with this formula, charge and spin, kcal/mol: 112.29
Frontier orbital gap (alpha / beta), eV: 8.99 / 8.98


[7]
Entry from OMol25: a cluster of 2 separate species, C2H2ClNO2 in total in a non-equilibrium geometry (the ωB97M-V functional and the def2-TZVPD basis).

Last column: Löwdin charge in e.
Geometry (Å):
C -0.85166 1.06674 -0.04462  0.03
C -2.00742 0.74495 -0.06316  -0.75
N 1.69930 -0.25705 -0.31967  -0.08
O 1.21456 -1.30016 0.56867  0.00
O 2.62182 0.31498 0.17763  0.05
Cl -3.48153 0.14095 0.13648  0.73
H 0.11194 1.06773 -0.42630  -0.02
H 0.69300 -1.77813 -0.02904  0.05

Values from the calculation:
E_tot, eV: -20208.2895
HOMO, eV: -10.179
ΔE to the lowest compared entry with this formula, charge and spin, kcal/mol: 122.75
Frontier orbital gap, eV: 9.67


[8]
Entry from OMol25: a cluster of 2 separate species, C2H2ClNO3 in total in a non-equilibrium geometry (the ωB97M-V functional and the def2-TZVPD basis).

Last column: Löwdin charge in e.
Geometry (Å):
C -2.48769 0.06085 -0.46351  -0.78
C -1.38462 0.53000 0.62432  -0.13
N -0.60918 -0.73219 0.86612  -0.09
O -3.66659 -0.02934 -0.12659  -0.06
O 0.44555 -1.00657 0.34227  -0.07
O -2.03127 -0.01117 -1.60692  -0.07
Cl -6.76388 6.88128 6.15823  -1.00
H -1.88436 0.67435 1.60423  0.09
H -1.04146 1.57188 0.32294  0.11

Values from the calculation:
Total charge: -2
E_tot, eV: -22260.8506
HOMO, eV: -2.032
ΔE to the lowest compared entry with this formula, charge and spin, kcal/mol: 42.85
Frontier orbital gap, eV: 7.64